Record 1
A molecular structure, C29H59AsF12N7O11 in a non-equilibrium geometry, computed with ωB97M-V/def2-TZVPD.

Output
Energy, eV: -157440.9341
Energy above the lowest of the compared OMol25 structures with the same formula, charge and spin, kJ/mol: 242.5
E_HOMO, eV: -7.5
Total charge: -1
Orbital gap, eV: 9.40
2S+1: 1
Max |F|, eV Å⁻¹: 3.8

Positions of all 119 atoms, in Å:
1 As -8.6015 8.7154 -6.7950
2 F -7.5457 8.9646 -5.4170
3 F -9.8522 8.0180 -5.7970
4 F -9.5865 8.4460 -8.2263
5 F -7.4012 9.3639 -7.9201
6 F -7.9023 7.1264 -6.9356
7 F -9.3111 10.2993 -6.5890
8 C -13.8238 7.2521 -3.7356
9 C -13.6330 6.3752 -4.9689
10 O -14.5648 5.7090 -5.3826
11 N -12.3884 6.3292 -5.4799
12 C -12.0542 5.6317 -6.6991
13 H -12.9377 7.8098 -3.4206
14 H -14.1305 6.5536 -2.9622
15 H -14.5208 8.0492 -3.9901
16 H -11.6618 6.8065 -4.9772
17 H -11.0956 5.9757 -7.0846
18 H -12.7525 5.8695 -7.5043
19 H -12.0528 4.5498 -6.5661
20 C -11.4448 6.7278 -9.0585
21 C -12.7714 6.9658 -9.7292
22 O -13.8121 6.8920 -9.0912
23 N -12.7386 7.3194 -11.0214
24 C -13.9623 7.5930 -11.7515
25 H -11.0911 7.7012 -8.6913
26 H -10.6184 6.3266 -9.6414
27 H -11.5873 6.1599 -8.1413
28 H -11.8699 7.4907 -11.5177
29 H -14.4226 6.6597 -12.0807
30 H -13.7343 8.1926 -12.6326
31 H -14.6973 8.1413 -11.1657
32 C -8.8623 9.0815 -2.3509
33 C -7.4264 9.1804 -1.8574
34 O -7.1449 8.9703 -0.6867
35 N -6.4835 9.4073 -2.7975
36 C -5.0793 9.4848 -2.5163
37 H -8.8238 8.5770 -3.3196
38 H -9.2804 10.0671 -2.5584
39 H -9.4893 8.5024 -1.6837
40 H -6.7662 9.4360 -3.7681
41 H -4.8351 8.8628 -1.6551
42 H -4.7233 10.4937 -2.2828
43 H -4.4941 9.1578 -3.3763
44 C -4.5827 10.2633 -10.2384
45 C -4.2560 8.8374 -9.8482
46 O -3.6530 8.0844 -10.6029
47 N -4.6320 8.4716 -8.6065
48 C -4.3032 7.1617 -8.0397
49 H -5.5132 10.2984 -10.8063
50 H -3.8167 10.5651 -10.9514
51 H -4.5785 10.8911 -9.3512
52 H -5.3463 8.9810 -8.1096
53 H -3.4194 6.8309 -8.5758
54 H -5.1122 6.4317 -8.1151
55 H -4.1919 7.3256 -6.9683
56 C -11.0551 14.4052 -9.2045
57 C -9.9791 14.2399 -10.2866
58 O -9.9676 15.0304 -11.2239
59 N -9.0792 13.2562 -10.1734
60 C -9.1261 12.1599 -9.2279
61 H -11.7224 15.1908 -9.5359
62 H -10.5577 14.7066 -8.2801
63 H -11.5729 13.4543 -9.0696
64 H -8.4216 13.1305 -10.9243
65 H -9.5558 12.4421 -8.2693
66 H -8.1198 11.7819 -9.0520
67 H -9.7004 11.2785 -9.5313
68 C -14.7326 11.0566 -9.7633
69 C -14.5890 11.1352 -8.2504
70 O -15.3569 11.7907 -7.5454
71 N -13.5199 10.5296 -7.7142
72 C -12.5103 9.7203 -8.4204
73 H -14.1026 11.7977 -10.2590
74 H -15.7279 11.3060 -10.1280
75 H -14.5226 10.0363 -10.0881
76 H -13.4832 10.6017 -6.7103
77 H -12.0141 10.1988 -9.2612
78 H -13.0907 8.8586 -8.7575
79 H -11.7673 9.4137 -7.6923
80 C -9.5249 4.2731 -5.0336
81 C -8.1100 4.2197 -4.5209
82 O -7.7692 3.4279 -3.6547
83 N -7.2886 5.0916 -5.1368
84 C -5.8884 5.2837 -4.8237
85 H -10.2035 3.5949 -4.5237
86 H -9.5400 3.9438 -6.0766
87 H -9.9313 5.2822 -5.0008
88 H -7.7003 5.7145 -5.8200
89 H -5.2613 5.0525 -5.6825
90 H -5.5932 4.6621 -3.9811
91 H -5.7186 6.3104 -4.4916
92 C -6.7541 7.7292 -11.4805
93 C -7.7631 8.2521 -10.4632
94 O -8.6526 9.2210 -11.0207
95 C -9.7077 8.8183 -11.6923
96 O -10.0015 7.6697 -11.8872
97 C -10.5736 10.0100 -12.1346
98 F -9.9129 11.1405 -12.0695
99 F -11.0695 9.8567 -13.3493
100 F -11.6061 10.0824 -11.2923
101 H -5.8988 7.3528 -10.9139
102 H -6.3792 8.4811 -12.1734
103 H -7.1083 6.8793 -12.0653
104 H -7.2191 8.8030 -9.6953
105 H -8.2407 7.4470 -9.9055
106 C -12.0092 13.3638 -5.5335
107 C -10.6229 12.8071 -5.3325
108 O -9.9319 13.5908 -4.3317
109 C -9.4785 14.7598 -4.7041
110 O -9.4576 15.1507 -5.8277
111 C -8.9097 15.5907 -3.5406
112 F -7.5953 15.7923 -3.7170
113 F -9.5308 16.7663 -3.4683
114 F -9.0564 14.9326 -2.3748
115 H -12.6873 13.2314 -4.6930
116 H -12.5027 12.9918 -6.4348
117 H -11.9506 14.4369 -5.7380
118 H -9.9763 12.7776 -6.2072
119 H -10.6535 11.7929 -4.9401

Force components x, y, z for each atom (eV/Å):
As -0.38 0.40 -0.31
F -0.38 0.13 -0.67
F 0.28 0.25 -0.09
F 1.00 0.53 0.97
F -0.09 0.16 1.38
F 0.02 0.24 -0.56
F 0.39 -0.58 -0.05
C 0.70 0.23 -0.56
C -0.35 -0.17 0.60
O 0.10 0.09 -0.32
N 0.30 0.27 -0.05
C -0.76 -0.80 1.65
H 0.25 -0.40 0.02
H -0.40 0.45 0.24
H -0.57 -0.42 0.25
H 0.05 0.16 -0.18
H 0.39 -0.60 2.22
H -0.92 -0.31 1.16
H 0.11 -0.16 0.05
C 0.29 0.85 -0.85
C 1.06 -0.67 0.01
O -0.51 -0.16 0.00
N -0.49 0.47 -0.88
C -0.02 -0.10 -0.23
H -0.58 -0.63 -0.41
H -0.23 -0.04 -0.50
H 0.39 1.00 -3.62
H -0.17 -0.46 0.49
H -0.12 0.03 -0.01
H 0.11 -0.04 -0.01
H 0.11 -0.09 0.22
C 0.58 0.00 -0.99
C -0.36 -0.74 0.79
O 0.11 0.34 0.03
N -0.23 0.28 -0.81
C 0.61 0.06 0.37
H -0.23 -0.06 0.00
H -0.05 0.05 0.26
H 0.11 0.16 0.27
H -0.04 0.08 0.35
H -0.06 -0.07 -0.07
H -0.26 0.07 0.04
H -0.16 -0.17 -0.03
C 0.31 -0.40 -0.27
C 0.22 -0.04 -0.35
O 0.09 0.13 0.18
N -0.38 -0.63 0.55
C -0.46 0.73 -0.09
H -0.22 0.07 0.35
H 0.10 0.15 0.20
H -0.26 0.27 -0.18
H 0.12 0.32 -0.19
H 0.11 -0.30 0.39
H -0.04 0.01 -0.44
H 0.58 -0.20 -0.01
C 0.98 -0.50 -0.34
C -1.19 1.33 -0.39
O 0.33 -0.25 0.01
N 0.37 -1.14 0.58
C -0.01 -0.46 0.47
H -0.09 -0.05 -0.02
H -0.18 -0.12 0.16
H -0.17 0.11 0.22
H -0.14 0.35 -0.22
H 0.20 0.32 -0.04
H 0.06 0.16 0.11
H -0.12 0.21 -0.39
C -0.28 -0.23 -0.04
C -0.74 1.18 -0.12
O 0.11 -0.36 -0.35
N 0.96 0.13 -0.12
C -1.34 -0.20 0.58
H 0.46 -0.30 0.11
H -0.20 -0.04 0.60
H 0.31 0.20 -0.24
H 0.10 -0.02 -0.01
H -0.20 0.34 0.34
H 0.70 0.08 -0.07
H 0.00 -0.01 0.01
C -0.42 -0.17 -0.55
C -0.22 -0.57 0.42
O 0.24 0.17 -0.04
N 0.18 0.24 -0.16
C -0.15 0.12 0.40
H 0.25 0.05 0.39
H 0.10 0.19 -0.06
H 0.07 0.04 0.01
H 0.17 -0.17 0.27
H 0.10 0.03 -0.03
H -0.20 -0.26 -0.13
H 0.05 0.10 -0.24
C -0.12 -0.66 0.16
C 1.70 -0.36 0.14
O -0.73 0.60 -0.24
C 0.96 -0.68 0.44
O -0.30 0.14 -0.41
C -0.03 -0.43 0.37
F 0.37 0.77 -0.24
F 0.01 -0.21 -0.57
F -0.42 0.14 0.14
H -0.07 0.05 -0.16
H -0.08 0.19 0.13
H -0.28 0.14 -0.05
H -0.27 0.00 -0.61
H -0.53 0.08 -0.48
C -0.28 0.81 -0.82
C 0.02 -0.36 0.04
O -0.17 -0.34 1.14
C 0.05 -0.51 -0.29
O 0.15 0.87 -0.78
C 0.19 -0.78 0.51
F -0.28 0.17 -0.08
F 0.12 -0.02 0.08
F -0.03 0.53 -0.21
H 0.21 -0.22 0.13
H 0.13 -0.43 0.13
H 0.09 0.01 0.17
H -0.35 0.17 -0.20
H 0.10 0.09 0.17

Löwdin atomic charge list, values in e, 5 entries: number 1, As, carries 0.828; number 2, F, carries -0.246; number 3, F, carries -0.233; number 4, F, carries -0.258; number 5, F, carries -0.265

***

Record 2
A single C6H10O molecule, computed with ωB97M-V/def2-TZVPD.

Output
Energy, eV: -8427.0850
Energy above the lowest of the compared OMol25 structures with the same formula, charge and spin, kJ/mol: 400.9
E_HOMO, eV: -7.4
Orbital gap, eV: 8.13
2S+1: 1
Max |F|, eV Å⁻¹: 0.4

Positions of all 17 atoms, in Å:
1 C -1.9061 -0.6844 -1.8922
2 C 0.5804 0.7269 -0.8440
3 C 1.0300 1.4773 0.1617
4 C 1.0557 0.7374 1.4774
5 C 0.7686 -0.7196 1.0554
6 C 0.1641 -0.6296 -0.3511
7 O -1.2980 -0.7097 -0.2879
8 H -2.8199 -0.1101 -1.6402
9 H -2.2729 -1.7274 -1.8650
10 H 0.4172 1.0214 -1.8731
11 H 1.3344 2.5161 0.0707
12 H 0.2927 1.1377 2.1584
13 H 2.0155 0.8363 1.9967
14 H 1.7113 -1.2716 0.9909
15 H 0.1111 -1.2629 1.7403
16 H 0.4201 -1.4561 -1.0139
17 H -1.6041 0.1182 0.1160

Force components x, y, z for each atom (eV/Å):
C -0.28 -0.12 0.24
C 0.00 0.12 0.09
C -0.01 -0.07 -0.11
C 0.00 0.02 0.03
C 0.03 -0.05 0.00
C 0.22 -0.07 0.04
O -0.05 0.18 -0.03
H 0.10 -0.02 -0.11
H 0.09 0.12 -0.04
H 0.06 -0.01 0.14
H -0.04 -0.13 0.00
H 0.10 -0.05 -0.06
H -0.15 -0.01 -0.09
H -0.14 0.05 0.00
H 0.10 0.07 -0.09
H -0.02 0.11 0.09
H -0.02 -0.15 -0.12

Löwdin atomic charge list, values in e, 5 entries: number 1, C, carries -0.008; number 2, C, carries -0.048; number 3, C, carries -0.072; number 4, C, carries -0.178; number 5, C, carries -0.123